No. 1
{"formula": "C5H13NO", "method": "ωB97M-V with the def2-TZVPD basis set", "symbols": ["C", "C", "H", "H", "H", "H", "H", "H", "C", "C", "C", "O", "N", "H", "H", "H", "H", "H", "H", "H"], "coordinates": [[1.687, -1.186, -2.824], [0.769, -0.396, -1.856], [1.133, -2.075, -3.118], [1.915, -0.578, -3.698], [2.625, -1.508, -2.375], [1.117, -0.323, -0.839], [-0.238, -0.782, -1.971], [0.732, 0.670, -2.112], [-0.364, 0.498, 2.243], [0.507, 1.201, 1.198], [-1.386, -0.293, 1.448], [-1.008, -1.197, 0.726], [-2.663, 0.160, 1.469], [0.200, -0.114, 2.945], [-0.863, 1.235, 2.884], [-0.102, 1.858, 0.578], [0.996, 0.410, 0.659], [-3.361, -0.293, 0.905], [-2.972, 0.884, 2.089], [1.276, 1.829, 1.647]], "de_lowest_kcal_mol": 10.38, "homo_ev": -9.7, "charge": 0, "smiles": "CCC(N)=O.CC", "gap_ev": 10.62, "molar_mass_da": 103.2, "largest_force_ev_per_a": 1.3}

=====

No. 2
{"formula": "C5H13NO", "method": "ωB97M-V with the def2-TZVPD basis set", "symbols": ["C", "C", "C", "N", "C", "C", "H", "H", "H", "H", "H", "H", "H", "H", "H", "H", "H", "H", "H", "O"], "coordinates": [[-0.278, -1.708, 2.196], [-0.315, -0.259, 1.779], [0.493, 0.232, 0.839], [0.463, 1.553, 0.401], [0.654, 1.767, -1.038], [-0.659, 1.731, -1.798], [-0.807, -1.896, 3.122], [-0.505, -2.396, 1.397], [0.752, -1.957, 2.506], [-1.029, 0.391, 2.282], [1.161, -0.514, 0.426], [-0.367, 2.009, 0.708], [1.413, 1.068, -1.379], [1.126, 2.741, -1.111], [-0.506, 1.929, -2.856], [-1.396, 2.398, -1.349], [-1.093, 0.731, -1.646], [0.011, -2.341, -2.175], [0.259, -3.089, -0.874], [0.621, -2.390, -1.430]], "de_lowest_kcal_mol": 36.33, "homo_ev": -7.5, "charge": 0, "smiles": "C/C=C/NCC.O", "gap_ev": 8.29, "molar_mass_da": 103.2, "largest_force_ev_per_a": 1.9}

=====

No. 3
{"formula": "C5H13NO", "method": "ωB97M-V with the def2-TZVPD basis set", "symbols": ["C", "C", "C", "C", "N", "C", "H", "H", "H", "H", "H", "H", "H", "H", "H", "H", "H", "H", "H", "O"], "coordinates": [[-2.508, 0.739, 1.087], [-1.047, 1.051, 0.932], [-0.165, -0.143, 0.854], [0.911, -0.165, -0.045], [1.512, -1.358, -0.451], [-0.455, -1.306, 1.684], [-3.176, 1.597, 1.079], [-2.650, 0.216, 2.034], [-2.971, 0.054, 0.367], [-0.761, 1.746, 1.716], [-0.885, 1.636, 0.018], [1.150, 0.756, -0.567], [1.516, -1.417, -1.468], [2.463, -1.498, -0.117], [0.433, -1.932, 1.831], [-0.886, -1.182, 2.674], [-1.155, -1.983, 1.159], [2.326, 0.892, -2.774], [0.847, 0.576, -2.826], [1.532, 1.023, -3.340]], "de_lowest_kcal_mol": 40.27, "homo_ev": [-15.1, -15.1], "charge": 1, "spin_multiplicity": 2, "gap_ev": [10.54, 7.00], "molar_mass_da": 103.2, "s2": 0.75, "largest_force_ev_per_a": 1.9}

=====

No. 4
{"formula": "C5H13NO2", "method": "ωB97M-V with the def2-TZVPD basis set", "symbols": ["N", "C", "C", "C", "C", "C", "H", "H", "H", "H", "H", "H", "H", "H", "H", "H", "H", "O", "H", "H", "O"], "coordinates": [[-0.333, -1.196, 2.315], [-0.902, -1.776, 1.197], [-1.354, -1.105, 0.118], [-1.089, 0.310, -0.126], [-1.553, 0.940, -1.207], [-1.148, -3.250, 1.340], [-0.183, -1.672, 3.177], [0.002, -0.256, 2.207], [-1.822, -1.687, -0.664], [-0.519, 0.848, 0.621], [-1.528, 2.024, -1.256], [-2.105, 0.454, -2.000], [-0.327, -3.913, 1.041], [-2.080, -3.567, 0.886], [-1.114, -3.498, 2.414], [3.152, 3.875, -0.150], [1.712, 3.248, -0.435], [2.664, 3.109, -0.468], [2.519, 2.567, -2.319], [3.437, 2.066, -3.401], [2.572, 2.479, -3.290]], "de_lowest_kcal_mol": 48.46, "homo_ev": -7.4, "charge": 0, "smiles": "C=C/C=C(/C)N.O.O", "gap_ev": 7.95, "molar_mass_da": 119.2, "largest_force_ev_per_a": 1.4}

=====

No. 5
{"formula": "C5H13NO2", "method": "ωB97M-V with the def2-TZVPD basis set", "symbols": ["C", "N", "C", "C", "C", "O", "C", "H", "H", "H", "H", "H", "H", "H", "H", "H", "H", "H", "H", "H", "O"], "coordinates": [[-0.155, -0.385, 2.112], [0.839, 0.575, 2.237], [0.297, -0.623, -1.570], [-0.898, -0.130, -1.167], [-1.792, -0.973, -0.342], [-1.156, -1.955, 0.295], [1.358, 0.281, -2.067], [-0.383, -0.973, 1.113], [-1.168, 0.019, 2.021], [-0.047, -1.081, 2.937], [1.765, 0.123, 2.255], [0.477, -1.685, -1.595], [-0.999, 0.950, -1.194], [-2.474, -1.469, -1.082], [-2.460, -0.400, 0.328], [1.319, 1.029, -1.253], [2.306, -0.241, -2.038], [1.186, 0.780, -3.022], [0.789, 1.281, 1.413], [0.446, 2.832, 0.531], [0.749, 2.045, 0.089]], "de_lowest_kcal_mol": 200.39, "homo_ev": -8.6, "charge": 0, "gap_ev": 5.21, "molar_mass_da": 119.2, "largest_force_ev_per_a": 3.8}

=====

No. 6
{"formula": "C5H13NO2", "method": "ωB97M-V with the def2-TZVPD basis set", "symbols": ["C", "N", "C", "C", "C", "C", "H", "H", "H", "H", "H", "H", "H", "H", "H", "H", "H", "O", "H", "H", "O"], "coordinates": [[-0.136, 1.342, 1.383], [0.118, 0.795, 0.058], [1.319, 0.259, -0.396], [2.349, -0.129, 0.362], [1.626, -1.292, -2.244], [1.390, -0.062, -1.821], [-0.919, 0.769, 1.884], [0.736, 1.238, 2.040], [-0.342, 2.414, 1.239], [-0.426, 1.316, -0.609], [2.377, -0.013, 1.428], [3.180, -0.697, -0.045], [1.617, -2.213, -1.595], [1.687, -1.793, -3.193], [1.213, 0.721, -2.557], [-0.905, -2.839, 0.535], [-2.229, -3.550, 1.068], [-1.364, -3.205, 1.308], [-3.842, 2.973, -0.035], [-3.759, 1.933, 1.073], [-3.690, 2.035, 0.118]], "de_lowest_kcal_mol": 69.09, "homo_ev": -7.8, "charge": 0, "smiles": "C=CC(=C)NC.O.O", "gap_ev": 8.51, "molar_mass_da": 119.2, "largest_force_ev_per_a": 3.0}

=====

No. 7
{"formula": "C5H13NO2", "method": "ωB97M-V with the def2-TZVPD basis set", "symbols": ["O", "C", "N", "C", "C", "C", "C", "H", "H", "H", "H", "H", "H", "H", "H", "H", "H", "H", "H", "H", "O"], "coordinates": [[1.491, -0.684, -0.953], [1.116, -1.823, -1.347], [-0.012, -2.413, -1.050], [-0.585, -0.206, 0.669], [-0.417, 1.154, 0.708], [0.222, 1.772, 1.906], [-0.828, 2.151, 2.953], [1.875, -2.410, -1.897], [-0.006, -3.363, -1.399], [-0.376, -0.851, 1.499], [-1.150, -0.668, -0.112], [-0.843, 1.668, -0.149], [0.508, 0.315, 0.365], [0.909, 1.062, 2.333], [0.870, 2.610, 1.661], [-0.533, 1.879, 3.964], [-1.046, 3.216, 2.972], [-1.766, 1.645, 2.743], [0.029, 0.357, -2.314], [-0.725, -0.911, -2.066], [-0.875, 0.013, -2.376]], "de_lowest_kcal_mol": 105.97, "homo_ev": -8.4, "charge": 0, "gap_ev": 8.08, "molar_mass_da": 119.2, "largest_force_ev_per_a": 2.1}

=====

No. 8
{"formula": "C5H13NO2", "method": "ωB97M-V with the def2-TZVPD basis set", "symbols": ["O", "C", "N", "C", "C", "C", "C", "H", "H", "H", "H", "H", "H", "H", "H", "H", "H", "H", "H", "H", "O"], "coordinates": [[-1.231, -1.213, 2.610], [-0.088, -1.381, 2.251], [0.549, -0.754, 1.238], [-0.156, 0.188, 0.360], [0.769, 0.638, -0.768], [1.323, 2.116, -0.493], [0.062, 0.720, -2.128], [0.462, -2.329, 2.503], [1.496, -1.045, 1.040], [-1.069, -0.276, -0.007], [-0.531, 0.997, 1.001], [1.604, -0.054, -0.952], [1.190, 2.678, -1.412], [0.647, 2.520, 0.259], [2.377, 2.117, -0.231], [-0.087, -0.330, -2.443], [0.804, 1.026, -2.860], [-0.881, 1.259, -2.067], [-1.823, -2.756, 0.396], [-2.798, -1.873, 1.284], [-2.622, -2.247, 0.418]], "de_lowest_kcal_mol": 29.75, "homo_ev": -9.9, "charge": 0, "smiles": "CC(C)CNC=O.O", "gap_ev": 10.59, "molar_mass_da": 119.2, "largest_force_ev_per_a": 2.4}

=====

No. 9
{"formula": "C5H13NO2", "method": "ωB97M-V with the def2-TZVPD basis set", "symbols": ["C", "C", "C", "C", "C", "N", "O", "O", "H", "H", "H", "H", "H", "H", "H", "H", "H", "H", "H", "H", "H"], "coordinates": [[1.130, 0.138, -0.126], [-1.427, 0.164, 0.178], [-0.180, -0.524, -0.515], [1.438, 0.102, 1.366], [-2.675, -0.673, -0.082], [2.153, -0.703, -0.840], [1.118, 1.479, -0.608], [-1.652, 1.458, -0.330], [1.878, 1.953, -0.252], [-0.789, 1.851, -0.523], [-1.267, 0.222, 1.268], [3.111, -0.454, -0.622], [2.028, -0.680, -1.845], [-0.147, -1.571, -0.224], [-0.328, -0.428, -1.592], [1.319, -0.909, 1.742], [0.774, 0.771, 1.910], [2.467, 0.416, 1.537], [-2.824, -0.797, -1.152], [-3.544, -0.164, 0.328], [-2.583, -1.651, 0.383]], "de_lowest_kcal_mol": 16.17, "homo_ev": -9.7, "charge": 0, "smiles": "C[C@H](O)C[C@@](C)(N)O", "gap_ev": 10.37, "molar_mass_da": 119.2, "largest_force_ev_per_a": 2.4}

=====

No. 10
{"formula": "C5H13NO2", "method": "ωB97M-V with the def2-TZVPD basis set", "symbols": ["O", "C", "C", "C", "C", "C", "N", "H", "H", "H", "H", "H", "H", "H", "H", "H", "H", "H", "H", "H", "O"], "coordinates": [[1.972, -2.995, -0.874], [1.055, -2.263, -1.126], [1.216, -0.796, -1.389], [0.432, 0.156, -0.490], [-1.080, 0.038, -0.686], [-1.864, 1.179, -0.020], [-2.400, 0.897, 1.288], [0.016, -2.666, -1.134], [0.994, -0.525, -2.437], [2.280, -0.603, -1.418], [0.625, -0.083, 0.558], [0.896, 1.135, -0.535], [-1.306, 0.104, -1.748], [-1.427, -0.930, -0.314], [-1.233, 2.066, 0.073], [-2.655, 1.531, -0.688], [-2.890, 0.039, 1.455], [-2.008, 1.346, 2.090], [2.005, 0.162, 2.451], [2.650, 1.471, 2.785], [2.721, 0.737, 2.160]], "de_lowest_kcal_mol": 43.64, "homo_ev": -8.9, "charge": 0, "smiles": "NCCCCC=O.O", "gap_ev": 9.50, "molar_mass_da": 119.2, "largest_force_ev_per_a": 1.5}